No. 1
C2H14N2O3 | ωB97M-V with the def2-TZVPD basis set

```
21
C2H14N2O3 (ωB97M-V with the def2-TZVPD basis set)
N -0.869 1.576 2.295
C -0.450 0.895 0.994
C 0.645 -0.126 1.362
N 0.940 -0.875 0.132
H -0.526 0.837 3.049
H -0.242 2.359 2.386
H -0.068 1.605 0.332
H -1.355 0.404 0.706
H 1.650 0.322 1.559
H 0.450 -0.861 2.186
H 1.942 -1.230 0.072
H 0.443 -1.760 0.027
O 1.846 0.820 -2.213
H 1.235 0.984 -1.443
H 1.821 -0.168 -2.458
O -6.117 1.789 2.016
H -5.471 1.747 1.293
H -6.182 0.817 2.300
O 3.659 -3.455 -5.089
H 2.824 -2.728 -5.347
H 3.826 -2.954 -4.160
```

Spin multiplicity: 1
Energy above the lowest of the compared OMol25 structures with the same formula, charge and spin (kJ/mol): 273.8
E_HOMO (Eh): -0.356
Structure (SMILES): NCCN.O.O.O

=====

No. 2
C11H18O | ωB97M-V with the def2-TZVPD basis set

```
30
C11H18O (ωB97M-V with the def2-TZVPD basis set)
C -0.682 1.684 0.339
C -0.183 3.177 0.452
C 0.615 0.878 0.482
C 0.774 0.254 1.737
C 1.610 0.971 -0.504
C 1.979 -0.460 1.952
C 2.774 0.296 -0.276
C 2.906 -0.370 0.951
O 4.078 -1.074 0.954
H -1.450 1.326 1.064
H -1.103 1.491 -0.592
H -1.190 3.696 0.178
H 0.042 0.363 2.623
H 1.465 1.450 -1.441
H 2.233 -1.081 2.917
H 3.552 0.326 -1.133
H 4.248 -1.569 1.674
H 0.664 3.506 -0.167
H 0.213 3.348 1.500
C -2.239 -1.482 -0.821
C -1.846 -0.516 -1.943
C -2.129 -3.004 -0.786
H -3.234 -1.213 -0.706
H -1.739 -1.147 0.073
H -1.363 -0.646 -2.810
H -2.713 0.161 -1.997
H -2.189 -3.589 -1.758
H -2.893 -3.353 -0.041
H -1.006 -0.014 -1.644
H -1.192 -3.412 -0.277
```

⟨S²⟩: 0.76
Spin multiplicity: 2
Charge: +1
Energy above the lowest of the compared OMol25 structures with the same formula, charge and spin (kJ/mol): 238.2
E_HOMO (spin up / spin down) (Eh): -0.501 / -0.501

=====

No. 3
C10H11OS3 | ωB97M-V with the def2-TZVPD basis set

```
25
C10H11OS3 (ωB97M-V with the def2-TZVPD basis set)
C 2.667 2.008 -0.145
C 2.097 1.756 1.053
C 2.054 1.448 -1.286
C 0.944 0.943 1.163
C 0.941 0.657 -1.267
C 0.357 0.354 -0.047
C 2.608 -1.661 1.021
C -3.201 0.667 0.822
C -0.445 -3.244 -0.644
C -0.787 -0.514 0.053
O 1.775 -2.145 1.654
S 3.747 -1.296 0.059
S -1.992 -0.623 1.316
S -0.993 -1.634 -1.289
H 3.626 2.590 -0.188
H 2.610 2.262 1.746
H 2.336 1.950 -2.270
H 0.468 0.715 2.113
H 0.588 0.082 -2.183
H -3.115 1.592 1.422
H -4.229 0.244 0.825
H -2.927 0.825 -0.237
H -0.497 -3.378 0.495
H 0.550 -3.459 -0.809
H -1.043 -4.121 -1.004
```

Spin multiplicity: 1
Charge: -1
Energy above the lowest of the compared OMol25 structures with the same formula, charge and spin (kJ/mol): 144.3
E_HOMO (Eh): -0.087

=====

No. 4
C20H21FN2O3 | ωB97M-V with the def2-TZVPD basis set

```
47
C20H21FN2O3 (ωB97M-V with the def2-TZVPD basis set)
O 2.813 0.220 -1.168
C 2.062 -0.711 -0.807
C 1.650 -0.918 0.476
N 0.403 -1.660 0.409
C 0.101 -2.382 1.718
C -1.320 -1.823 2.562
C -1.285 -0.379 2.133
C -1.792 0.610 2.885
C -1.770 1.844 2.584
C -1.720 2.190 1.272
C -1.247 1.222 0.359
C -1.493 -0.226 0.694
C -0.852 -1.137 -0.101
O -1.806 3.608 0.698
C -1.483 4.497 1.549
C -2.598 5.054 2.371
C -3.203 3.906 3.016
O -2.508 2.829 3.440
N 1.827 -1.914 -1.503
C 2.317 -2.163 -2.936
C 3.029 -1.210 -3.846
C 3.626 -1.636 -5.031
C 3.354 -2.818 -5.544
F 3.489 -3.400 -6.809
C 2.272 -3.840 -4.831
C 1.919 -3.504 -3.560
H 2.192 -1.220 1.197
H 1.282 0.223 0.864
H -0.156 -3.385 1.451
H 0.865 -2.505 2.311
H -0.807 -1.961 3.603
H -2.025 -2.340 2.113
H -1.763 0.572 4.101
H -1.136 1.541 -0.765
H -1.566 -1.759 -0.381
H -0.582 -0.914 -1.053
H -1.101 5.359 0.855
H -0.418 4.115 2.113
H -3.244 5.675 1.994
H -2.032 5.762 3.152
H -3.802 4.031 4.126
H -3.713 3.489 2.482
H 1.255 -2.629 -1.267
H 3.454 -0.450 -3.185
H 4.068 -0.882 -5.702
H 2.098 -4.923 -5.124
H 1.346 -4.057 -2.916
```

Spin multiplicity: 1
Energy above the lowest of the compared OMol25 structures with the same formula, charge and spin (kJ/mol): 1662.1
E_HOMO (Eh): -0.305
Structure (SMILES): O=C(CN1CCc2cc3c(cc2C1)OCCCO3)Nc1ccc(F)cc1

=====

| no. | E_tot (eV) |
| --- | --- |
| 1 | -11421.58908 |
| 2 | -13735.55200 |
| 3 | -45101.16487 |
| 4 | -32904.85990 |